# 1
A 12-piece molecular cluster, C12H48N24O12 overall. Source: the Open Molecules 2025 dataset; level of theory: wB97M-V/def2-TZVPD.

For the energy relative to the best compared isomer or geometry (same formula, charge and spin), the calculation gives 2.8487 eV. The multiplicity is 1. The SMILES is NC(N)=O.NC(N)=O.NC(N)=O.NC(N)=O.NC(N)=O.NC(N)=O.NC(N)=O.NC(N)=O.NC(N)=O.NC(N)=O.NC(N)=O.NC(N)=O. Its gap between HOMO and LUMO is 9.23 eV.

Element x y z (Å)
N -2.0510 3.6023 -3.3761
C -3.0316 2.7178 -3.3508
N -4.0047 2.9313 -4.2540
O -3.0789 1.8142 -2.5572
H -1.7827 4.0312 -4.2627
H -1.2434 3.2375 -2.9081
H -4.7160 2.2379 -4.4082
H -3.8829 3.7095 -4.8679
N 2.6043 -3.1666 -1.3874
C 3.6256 -3.9410 -0.9402
N 4.0229 -3.5579 0.2764
O 4.0425 -4.8653 -1.5884
H 2.4586 -3.0035 -2.3659
H 1.9982 -2.6279 -0.8002
H 3.7893 -2.6899 0.6846
H 4.5083 -4.2499 0.8362
N -1.8862 -2.6885 -1.2739
C -2.8022 -3.6272 -0.9222
N -3.2835 -4.4641 -1.8575
O -3.2300 -3.7005 0.2914
H -1.3848 -2.8211 -2.1493
H -1.5101 -2.1704 -0.5105
H -3.9002 -5.1304 -1.4473
H -2.9931 -4.2876 -2.8253
N -0.4540 3.5090 4.6864
C -1.0217 3.0272 3.4934
N -2.3081 3.3525 3.0837
O -0.2968 2.3641 2.7507
H 0.5382 3.2962 4.5575
H -0.8366 3.9906 5.5042
H -3.0147 3.6861 3.7511
H -2.6010 2.4708 2.5969
N 0.3212 -0.1241 0.8014
C -0.0012 0.0546 -0.5414
N -0.9121 1.1264 -0.8347
O 0.4724 -0.5938 -1.4636
H -0.1147 0.4131 1.5306
H 1.0159 -0.7979 1.0615
H -1.5953 1.4053 -0.1357
H -1.5271 1.1119 -1.6891
N 2.8899 -1.1634 4.5113
C 4.2370 -1.1198 4.7348
N 4.9465 -1.3099 3.5836
O 4.7287 -1.1126 5.8305
H 2.6103 -0.7597 3.6134
H 2.2912 -1.3367 5.2821
H 4.3432 -1.6727 2.8359
H 5.7366 -0.7194 3.2767
N 1.7761 2.8203 0.6630
C 1.9881 3.5371 -0.4738
N 1.0236 4.4377 -0.8027
O 3.0166 3.3907 -1.0838
H 2.4534 2.1127 0.8037
H 0.9724 2.8705 1.2244
H 1.2463 5.0877 -1.5322
H 0.0659 4.2315 -0.5441
N -0.5918 -1.1501 5.5439
C -1.9596 -1.2661 5.4476
N -2.3608 -2.5580 5.2039
O -2.7391 -0.3460 5.7015
H -0.0236 -1.7144 4.8881
H -0.3453 -0.2018 5.3583
H -1.8301 -3.3893 5.2236
H -3.3291 -2.8000 5.1692
N -2.5998 -1.4727 -4.7690
C -1.8823 -2.5054 -4.6148
N -0.5276 -2.2688 -4.4450
O -2.3018 -3.5995 -4.3531
H -3.5033 -1.5658 -4.3164
H -2.2169 -0.5577 -4.8761
H 0.1198 -2.9691 -4.6942
H -0.2565 -1.2949 -4.6661
N 4.8397 0.6988 0.9960
C 3.8824 -0.0175 0.2823
N 3.6127 0.3593 -0.9923
O 3.1743 -0.9056 0.9186
H 4.8253 0.7061 2.0024
H 5.6674 1.1674 0.6607
H 2.8352 -0.2014 -1.4245
H 3.6017 1.3744 -1.2157
N 0.6425 2.6855 -5.2550
C 0.2648 1.6922 -4.4066
N 0.9554 1.7186 -3.3088
O -0.6627 0.9309 -4.6488
H 0.2239 2.4291 -6.1384
H 1.5890 3.0402 -5.1956
H 1.4653 2.5622 -3.1675
H 0.6793 1.0428 -2.6388
N -2.8677 -0.7996 2.7593
C -3.0888 0.0454 1.5614
N -3.3301 -0.7678 0.4654
O -3.0310 1.2825 1.4977
H -3.2609 -0.5194 3.6370
H -2.8374 -1.7753 2.5652
H -3.5238 -1.7836 0.4746
H -3.5681 -0.1821 -0.3415



# 2
A 12-piece molecular cluster, C12H48N24O12 overall. Source: the Open Molecules 2025 dataset; level of theory: wB97M-V/def2-TZVPD.

For the energy relative to the best compared isomer or geometry (same formula, charge and spin), the calculation gives 1.4333 eV. The multiplicity is 1. The SMILES is NC(N)=O.NC(N)=O.NC(N)=O.NC(N)=O.NC(N)=O.NC(N)=O.NC(N)=O.NC(N)=O.NC(N)=O.NC(N)=O.NC(N)=O.NC(N)=O. Its gap between HOMO and LUMO is 8.64 eV.

Element x y z (Å)
N 1.9116 5.1163 -2.8710
C 2.0133 4.1272 -1.9262
N 0.8657 3.8913 -1.2256
O 2.9889 3.3791 -1.8586
H 1.1583 5.7739 -2.7851
H 2.7358 5.3734 -3.3812
H 0.0635 4.4802 -1.3549
H 0.7279 3.0178 -0.7308
N 3.7510 -1.1189 -4.5588
C 3.1451 -0.1346 -3.8251
N 3.6808 1.1002 -4.0377
O 2.2497 -0.3471 -3.0101
H 3.4891 -2.0261 -4.2037
H 4.1872 -1.0247 -5.4537
H 3.3598 1.8993 -3.5106
H 4.4453 1.1433 -4.6832
N -6.0177 -0.7340 4.2544
C -5.4446 -0.2458 3.1057
N -6.3044 0.3023 2.2266
O -4.2125 -0.2003 2.9577
H -5.5163 -1.3575 4.8562
H -6.9519 -0.4790 4.5155
H -7.2798 0.1801 2.4320
H -5.9892 0.5065 1.2753
N 2.1357 -3.8074 -2.1143
C 2.6416 -4.3120 -3.2832
N 3.4589 -5.3969 -3.1565
O 2.3357 -3.8265 -4.3649
H 2.4097 -4.2157 -1.2416
H 1.5201 -3.0242 -2.2402
H 3.7374 -5.9054 -3.9731
H 3.6129 -5.7918 -2.2475
N -0.4388 -0.7441 6.2633
C -1.2296 -0.5804 5.1432
N -2.3704 -1.3412 5.1351
O -0.9090 0.1419 4.2198
H 0.2848 -0.0585 6.3594
H -0.5757 -1.5646 6.8202
H -3.0731 -1.1758 4.4335
H -2.4569 -2.0646 5.8255
N -1.6259 -4.7825 0.2766
C -1.2020 -3.9004 1.2249
N -1.6550 -4.1530 2.4898
O -0.4377 -2.9627 1.0170
H -1.9047 -5.6975 0.5846
H -1.2554 -4.7136 -0.6545
H -2.4411 -4.7678 2.5917
H -1.3235 -3.5722 3.2383
N -3.7111 -0.4688 0.0918
C -4.5460 0.1596 -0.7811
N -4.3090 -0.1674 -2.0825
O -5.4404 0.9249 -0.4413
H -3.8677 -0.4281 1.0876
H -2.9406 -0.9644 -0.3149
H -3.6597 -0.8815 -2.3546
H -4.8298 0.3197 -2.7889
N -4.1125 3.3411 2.9987
C -3.1650 3.5273 2.0208
N -2.6056 2.3586 1.5755
O -2.7969 4.6051 1.5918
H -4.3136 4.1340 3.5800
H -4.0965 2.4218 3.4086
H -2.7935 1.4326 1.9071
H -1.9004 2.4308 0.8563
N 0.8595 -0.1538 -0.5581
C 0.0821 0.6045 0.2790
N -0.7977 -0.1397 0.9989
O 0.0879 1.8333 0.2183
H 1.5050 0.3127 -1.1739
H 0.8439 -1.1454 -0.3927
H -0.8003 -1.1258 0.7767
H -1.3232 0.2349 1.7644
N 4.7969 1.7208 2.3846
C 4.3962 2.4798 1.3159
N 3.2810 2.0158 0.6790
O 5.0269 3.4589 0.9581
H 4.2539 0.9413 2.7087
H 5.5382 2.0712 2.9611
H 2.6345 1.4108 1.1578
H 2.8920 2.5108 -0.1195
N -2.4100 1.7346 -3.6829
C -1.0571 1.7556 -4.0135
N -0.2644 0.9852 -3.2143
O -0.6434 2.4464 -4.9246
H -2.7749 0.9551 -3.1533
H -2.9360 2.0057 -4.4998
H 0.7008 0.8256 -3.4467
H -0.6612 0.4294 -2.4797
N 6.4641 -0.3737 0.0664
C 5.5392 -1.1739 -0.5686
N 4.3497 -0.5437 -0.8167
O 5.7721 -2.3191 -0.9231
H 7.3794 -0.7259 0.2659
H 6.1231 0.4534 0.5261
H 4.1946 0.4199 -0.5726
H 3.7407 -1.0557 -1.4303



# 3
C12H4CrO8 as an isolated structure. Source: the Open Molecules 2025 dataset; level of theory: wB97M-V/def2-TZVPD.

As for the net charge: -1. The multiplicity is 6. Its gap between HOMO and LUMO (spin up / spin down) is 5.24 / 2.99 eV. As for the expectation value of S²: 8.79.

Element x y z (Å)
Cr -1.3917 1.2566 -1.2947
C 2.0662 -0.7000 -2.8551
C 2.3308 -2.1681 -2.6567
C 1.2266 -3.0549 -1.9888
O 1.6907 -4.1072 -1.4700
C -0.1936 -2.6118 -2.0121
C -0.3886 -1.2890 -2.3153
C 0.7959 -0.3764 -2.6140
O 0.6799 0.9109 -2.4167
O -1.6053 -0.8165 -2.1794
O 3.3968 -2.7042 -2.9881
H 2.9427 -0.1056 -3.0668
H -1.0468 -3.2126 -1.7338
C 0.1240 2.6842 2.3311
C -0.7606 2.3673 1.1932
C -1.8487 1.2164 1.4143
O -2.4241 0.8193 0.4058
C -1.9167 0.5331 2.7290
C -1.0289 0.9317 3.7209
C -0.0144 2.0625 3.4969
O 0.8726 2.2747 4.4427
O -1.0982 0.1895 4.7985
O -0.6541 2.7177 0.0316
H 0.8188 3.5024 2.2115
H -2.5734 -0.3200 2.8159



| no. | strongest force on any atom (eV/Å) |
| --- | --- |
| 1 | 5.33 |
| 2 | 2.09 |
| 3 | 7.63 |